Record 1
The following is a DFT calculation (ωB97M-V/def2-TZVPD) of a molecular structure, C50H42As2Cl2GeIrN in a non-equilibrium geometry.

Geometry as ORCA input:
```
! wB97M-V def2-TZVPD RIJCOSX def2/J DEFGRID3
* xyz 2 5
Ir 0.17221 0.37052 0.51669
C -2.25924 0.42063 -2.14857
C -2.70641 -0.93162 -1.62121
As -1.29711 -1.89097 -0.62799
C -2.06603 -2.03126 1.14834
C -3.44162 -2.15882 1.35220
C -3.94917 -2.23073 2.64000
C -3.08993 -2.18922 3.73657
C -1.71804 -2.11356 3.54034
C -1.20662 -2.04358 2.24656
C -1.52282 -3.69792 -1.28589
C -1.79410 -4.73923 -0.40790
C -2.14149 -5.98411 -0.91960
C -2.18598 -6.18793 -2.29180
C -1.85457 -5.15718 -3.16301
C -1.50654 -3.91281 -2.66177
As -1.60962 1.53715 -0.71182
C -3.13470 1.71778 0.44411
C -3.10731 1.25249 1.75516
C -4.21984 1.41797 2.57029
C -5.36042 2.02822 2.06897
C -5.38927 2.49125 0.75596
C -4.27543 2.34472 -0.05536
C -1.46342 3.28954 -1.48402
C -1.67475 4.40396 -0.67631
C -1.67740 5.67010 -1.24213
C -1.45806 5.82276 -2.60655
C -1.22034 4.71113 -3.40528
C -1.22253 3.43990 -2.84581
H -3.07570 0.94630 -2.63885
H -1.44716 0.30791 -2.86485
H -3.00406 -1.57109 -2.44664
H -3.55622 -0.83590 -0.94940
H -4.12188 -2.21420 0.51331
H -5.01833 -2.32535 2.79061
H -3.49308 -2.23647 4.74087
H -1.04169 -2.13509 4.38849
H -0.13409 -2.04016 2.09873
H -1.75408 -4.58989 0.66306
H -2.37869 -6.79322 -0.24131
H -2.46738 -7.15670 -2.68548
H -1.86601 -5.32275 -4.23233
H -1.22998 -3.11605 -3.34414
H -2.23053 0.75567 2.15163
H -4.19085 1.07793 3.59853
H -6.23260 2.14878 2.70056
H -6.27498 2.97924 0.36932
H -4.29259 2.72872 -1.06657
H -1.85540 4.28788 0.38501
H -1.85580 6.53818 -0.61832
H -1.47854 6.81135 -3.04932
H -1.03701 4.83209 -4.46660
H -1.05462 2.57728 -3.47526
C 4.85934 -3.75558 0.71592
C 3.50832 -3.87076 0.40568
C 2.77742 -2.73727 0.08532
C 3.39923 -1.48428 0.06344
C 4.75107 -1.37271 0.38019
C 5.47887 -2.51362 0.70327
Ge 2.45174 0.06146 -0.54512
C 1.85272 -0.15753 -2.36799
C 1.27648 0.92597 -3.04118
C 0.99959 0.83877 -4.40000
C 1.26892 -0.34037 -5.08698
C 1.81940 -1.42698 -4.41894
C 2.11402 -1.33827 -3.06249
C 3.41403 1.69858 -0.28087
C 3.80510 2.08107 1.00697
C 4.60891 3.19683 1.18430
C 5.02193 3.93375 0.07842
C 4.63464 3.55700 -1.20169
C 3.82215 2.44461 -1.38775
H 5.43183 -4.63878 0.96775
H 3.03156 -4.84311 0.41156
H 1.72158 -2.82733 -0.14704
H 5.24300 -0.40557 0.36517
H 6.53219 -2.43005 0.94087
H 1.07650 1.85124 -2.51197
H 0.59314 1.69212 -4.93142
H 1.06028 -0.40675 -6.14888
H 2.03653 -2.34090 -4.95791
H 2.56538 -2.18396 -2.55646
H 3.50077 1.49806 1.87083
H 4.92083 3.48841 2.18051
H 5.65339 4.80297 0.21597
H 4.96963 4.12592 -2.06067
H 3.53505 2.15288 -2.39018
Cl 0.34761 2.58470 2.25900
C 1.09318 1.62254 3.52115
C 1.26678 2.13179 4.77495
C 1.83852 1.31623 5.75933
C 2.23235 0.00940 5.47869
C 2.06985 -0.49617 4.21078
Cl 2.53433 -2.09656 3.81709
C 1.47984 0.29532 3.18676
N 1.26582 -0.18678 1.96457
H 0.96511 3.14571 4.99924
H 1.97356 1.70721 6.75989
H 2.66928 -0.61287 6.24876
*
```

HOMO-LUMO gap (alpha / beta): 7.0 / 5.8 eV
ΔE to the lowest compared entry with this formula, charge and spin: 0.0 kJ/mol

Record 2
The following is a DFT calculation (ωB97M-V/def2-TZVPD) of a molecular structure, C43H34N5O3PSTl.

Geometry as ORCA input:
```
! wB97M-V def2-TZVPD RIJCOSX def2/J DEFGRID3
* xyz -1 1
Tl 0.51787 -0.61441 0.55364
C -3.17997 -2.51295 2.14019
C -3.69103 -3.35758 1.15710
C -2.83266 -3.90101 0.22855
C -1.45774 -3.58969 0.28427
N -0.98491 -2.74295 1.20878
C -1.82635 -2.23582 2.11417
N -0.64948 -4.23172 -0.61874
C 0.58829 -3.95559 -0.87893
N 1.39140 -2.92543 -0.50999
C 2.57566 -3.04088 -1.18721
N 3.66998 -2.37254 -1.09561
C 3.95247 -1.27100 -0.33069
C 5.28217 -1.11349 0.10891
C 5.64133 0.02922 0.78343
C 4.69137 1.02591 0.99602
C 3.40821 0.78614 0.55614
N 3.03497 -0.33121 -0.07385
C 2.52952 -4.22967 -2.08674
C 3.43044 -4.76201 -2.98662
C 3.06120 -5.92395 -3.65869
C 1.82530 -6.52494 -3.42878
C 0.92108 -5.97433 -2.52474
C 1.30017 -4.82478 -1.86338
H -3.81468 -2.06384 2.89233
H -4.74963 -3.58756 1.12663
H -3.17893 -4.56937 -0.54757
H -1.37205 -1.56989 2.84217
H 5.98552 -1.91198 -0.08295
H 6.65523 0.15673 1.14355
H 4.93778 1.94589 1.50692
H 2.62074 1.51524 0.72808
H 4.38527 -4.28218 -3.16218
H 3.74318 -6.37097 -4.37231
H 1.56703 -7.43065 -3.96443
H -0.04913 -6.41792 -2.33989
C -0.78106 -3.08357 -3.77131
C -0.31642 -1.70062 -3.39594
C 0.91744 -1.21502 -3.81920
C 1.31334 0.08230 -3.52579
C 0.48278 0.91594 -2.79327
C -0.73975 0.43729 -2.34412
C -1.13598 -0.85974 -2.64702
H -1.18469 -3.60838 -2.90395
H 0.04011 -3.67660 -4.17470
H -1.56721 -3.02151 -4.52820
H 1.58257 -1.86767 -4.37462
H 2.27974 0.43732 -3.86128
H 0.78684 1.92893 -2.55436
H -1.39953 1.08879 -1.78112
H -2.09549 -1.23078 -2.29902
O 1.89439 1.54454 2.59924
S 1.18445 1.24818 3.84731
O 2.03874 1.13871 5.00810
O 0.20574 0.17311 3.70589
C 0.20636 2.74424 4.10861
C 0.45881 3.49435 5.24665
C -0.15034 4.72732 5.42271
C -0.97673 5.22971 4.43199
C -1.21884 4.48912 3.28535
C -0.66486 3.22148 3.11252
P -0.92803 2.22378 1.57218
C -0.57726 3.54172 0.34392
C -1.34534 3.75539 -0.79844
C -0.89414 4.60131 -1.80487
C 0.33212 5.23641 -1.68702
C 1.11336 5.02039 -0.55699
C 0.66628 4.17828 0.44765
C -2.76528 2.05628 1.40973
C -3.75762 3.00773 1.64504
C -5.08248 2.74093 1.33460
C -5.45080 1.51434 0.79607
C -4.48451 0.54131 0.59640
C -3.15768 0.81615 0.89845
H 1.15774 3.09893 5.97197
H 0.04263 5.30421 6.31883
H -1.42159 6.21171 4.54395
H -1.81500 4.92458 2.49460
H -2.30399 3.26035 -0.90777
H -1.49504 4.74711 -2.69462
H 0.68633 5.88786 -2.47659
H 2.08436 5.49321 -0.47211
H 1.29003 3.96791 1.31000
H -3.50273 3.96927 2.06553
H -5.83548 3.50103 1.50718
H -6.48487 1.32457 0.53679
H -4.75753 -0.43552 0.21534
H -2.40353 0.05453 0.73809
*
```

HOMO-LUMO gap: 7.3 eV

Record 3
The following is a DFT calculation (ωB97M-V/def2-TZVPD) of 11 unconnected molecules or ions with the total composition H22O11.

Geometry as ORCA input:
```
! wB97M-V def2-TZVPD RIJCOSX def2/J DEFGRID3
* xyz 0 1
O -4.35570 0.36609 -0.19042
H -3.41449 0.51899 -0.40038
H -4.55298 -0.51027 -0.53386
O 0.10850 -0.60863 0.03455
H 1.03563 -0.51961 -0.21877
H -0.32656 0.17500 -0.33984
O -1.62200 -1.40866 2.14412
H -1.20855 -1.34965 1.26773
H -1.50312 -0.53077 2.54009
O 1.47629 2.69157 0.28427
H 1.49008 3.64468 0.14444
H 1.13046 2.32212 -0.54317
O -1.87253 1.23801 -1.06889
H -1.74112 0.86588 -1.95145
H -1.94539 2.19060 -1.21026
O 1.50886 -3.02115 -2.49123
H 1.80966 -2.49869 -1.72837
H 2.29236 -3.11454 -3.03994
O 0.92237 1.46095 -2.33598
H 1.20236 0.87654 -3.05063
H 0.89574 2.33681 -2.74033
O -2.10045 1.50218 2.66545
H -2.10091 1.55614 1.70685
H -1.15051 1.56034 2.91611
O 0.32646 -3.68939 1.42222
H 1.25499 -3.52924 1.23058
H -0.13968 -3.38653 0.63627
O 0.61568 1.53104 2.85337
H 1.04646 0.66889 2.83753
H 0.79575 1.92119 1.98198
O 2.99858 -1.16719 -1.02455
H 3.53922 -0.45114 -1.37578
H 3.58455 -1.64151 -0.42171
*
```

HOMO-LUMO gap: 8.7 eV
SMILES string: O.O.O.O.O.O.O.O.O.O.O
ΔE to the lowest compared entry with this formula, charge and spin: 163.8 kJ/mol

Record 4
The following is a DFT calculation (ωB97M-V/def2-TZVPD) of a gas-phase ion, C3H4N3 (charge +1) in a non-equilibrium geometry.

Geometry as ORCA input:
```
! wB97M-V def2-TZVPD RIJCOSX def2/J DEFGRID3
* xyz 1 1
C -1.42897 -0.70254 0.05328
C -1.29702 0.77248 0.07460
C 1.92645 -0.06744 0.00168
N -0.23857 -1.24379 -0.00704
N -0.08573 1.07548 0.02523
N 0.58830 -0.13791 0.04865
H -2.25996 -1.29378 -0.10954
H -2.05961 1.42108 -0.02842
H 2.15269 0.98079 -0.14936
H 2.70242 -0.80438 0.09092
*
```

HOMO-LUMO gap: 9.9 eV
SMILES string: C=[N+]1N=CC=N1
ΔE to the lowest compared entry with this formula, charge and spin: 67.9 kJ/mol

Record 5
The following is a DFT calculation (ωB97M-V/def2-TZVPD) of C2F3N in the gas phase in a non-equilibrium geometry.

Geometry as ORCA input:
```
! wB97M-V def2-TZVPD RIJCOSX def2/J DEFGRID3
* xyz 0 1
C -0.33082 0.57435 0.52266
C 0.05497 -0.53692 -0.55218
N 0.62364 1.14771 0.98004
F -1.64005 0.62649 0.73180
F 0.56414 -1.64321 -0.07849
F 0.72812 -0.16841 -1.60383
*
```

HOMO-LUMO gap (alpha / beta): 10.0 / 8.3 eV
ΔE to the lowest compared entry with this formula, charge and spin: 311.3 kJ/mol

Record 6
The following is a DFT calculation (ωB97M-V/def2-TZVPD) of C3H6N3P in the gas phase in a non-equilibrium geometry.

Geometry as ORCA input:
```
! wB97M-V def2-TZVPD RIJCOSX def2/J DEFGRID3
* xyz 0 1
C -0.08552 -0.72140 2.04536
C 1.52392 0.19336 1.00849
C -1.09005 0.67640 -1.51066
N 1.14489 -0.10075 2.27572
N -0.42258 -0.74788 0.76843
N 0.62588 -0.20334 0.14108
P 0.62540 0.00269 -1.66923
H -0.63458 -1.15390 2.75753
H 2.37051 0.70599 0.72587
H -1.08707 1.81452 -1.45624
H -1.68230 0.28093 -0.79031
H -1.47759 0.50008 -2.52473
H 0.18909 -1.24670 -1.77132
*
```

HOMO-LUMO gap: 10.8 eV
SMILES string: CPn1cncn1
ΔE to the lowest compared entry with this formula, charge and spin: 120.9 kJ/mol

Calculated values (g/mol) of molecular weight for the records, taken in order: 1142.470, 936.201, 198.165, 82.086, 95.023, 115.076.